No. 1
A cluster of 2 separate species, C9H15N3O in total, computed with ωB97M-V with the def2-TZVPD basis set.

The SMILES is CC(C)=Cn1cncn1.C/C=C/O. For the LUMO energy, the calculation gives 0.86 eV. For the strongest force on any atom, the calculation gives 4.222 eV/A. The energy relative to the best compared isomer or geometry (same formula, charge and spin) is 48.1 kcal/mol.

Geometry (Å):
C1 0.08206 2.46114 1.20156
C2 0.30786 2.03528 -0.21683
C3 1.48192 2.74151 -0.89615
C4 -0.34779 1.03436 -0.83380
N1 -1.54945 0.39803 -0.46298
C5 -2.16053 -0.63884 -1.05974
N2 -3.21833 -1.02595 -0.37441
C6 -3.11967 -0.30945 0.78920
N3 -2.12514 0.52817 0.74588
H1 0.05248 3.54726 1.13659
H2 -0.87945 2.16527 1.62424
H3 0.99106 2.05771 1.70700
H4 1.37049 3.73075 -1.15026
H5 2.24486 2.74797 -0.12477
H6 1.76302 2.08954 -1.76786
H7 0.00071 0.66518 -1.86832
H8 -1.93309 -0.83772 -2.02568
H9 -3.72620 -0.36235 1.61923
C7 2.23379 -1.97149 -0.61392
C8 1.12298 -2.70021 0.07084
C9 0.29223 -2.10362 0.91182
O1 -0.79699 -2.64154 1.51049
H10 2.39456 -1.17928 -0.02682
H11 1.74505 -1.50720 -1.45440
H12 3.07661 -2.55376 -0.85955
H13 1.06879 -3.84871 0.03192
H14 0.31590 -0.88538 0.98279
H15 -0.68775 -3.63667 1.40393



No. 2
The ion C9H15N3O2S with charge +2, computed with ωB97M-V with the def2-TZVPD basis set.

For the LUMO energy (alpha / beta), the calculation gives -7.04 / -8.91 eV. Its multiplicity is 3. For the strongest force on any atom, the calculation gives 5.553 eV/A. As for the total charge: +2.

Geometry (Å):
C1 -3.98926 -0.28752 -0.89886
C2 -4.68249 0.74541 -0.88489
C3 -6.32743 -0.31335 0.24755
C4 0.09671 -1.30368 -0.23228
C5 1.49902 1.35291 1.21525
C6 2.28923 1.75331 -1.21511
C7 -2.09975 -1.98330 -0.91713
C8 1.30474 -0.52560 -0.58732
C9 1.31276 1.05817 -0.31058
N1 -3.24571 -1.22040 -0.74672
N2 -6.12565 -0.93401 1.35465
N3 2.55488 -1.13856 0.04523
O1 -0.06714 -1.80995 0.83585
O2 -0.92780 -1.23868 -1.18340
S1 -6.09720 1.24637 -0.22425
H1 1.44995 0.39561 1.75977
H2 0.52500 1.91727 1.51033
H3 2.40738 1.90289 1.52340
H4 3.24738 1.31558 -0.99476
H5 2.32496 1.49734 -2.19746
H6 2.25997 2.89117 -0.92120
H7 -1.93444 -2.65320 -0.02718
H8 -2.32375 -2.71431 -1.78483
H9 1.47428 -0.57984 -1.70755
H10 0.22129 1.22420 -0.74769
H11 -6.13419 -1.99401 1.29760
H12 -5.60895 -0.49373 2.13753
H13 2.68383 -2.11429 -0.37420
H14 2.66204 -1.02290 0.99650
H15 3.32408 -0.62659 -0.41017



No. 3
An isolated molecule of C9H15N3O6, computed with ωB97M-V with the def2-TZVPD basis set.

The SMILES is NC(=O)C[C@H](NC(=O)[C@@H](N)CCC(=O)O)C(=O)O. For the LUMO energy, the calculation gives 0.15 eV. For the strongest force on any atom, the calculation gives 2.389 eV/A. The energy relative to the best compared isomer or geometry (same formula, charge and spin) is 20.8 kcal/mol.

Geometry (Å):
N1 2.31783 0.17827 -4.33182
C1 1.49614 -0.72023 -3.74303
O1 1.34692 -1.84679 -4.15507
C2 0.62594 -0.23249 -2.59932
C3 1.36521 -0.49218 -1.25702
N2 0.41750 -0.45963 -0.19704
C4 0.58070 -0.81748 1.10041
O2 1.66744 -1.19672 1.57297
C5 -0.64537 -0.65587 1.95390
N3 -0.58545 -1.40554 3.21021
C6 -0.98309 0.85160 2.25059
C7 -2.53672 0.99540 2.39758
C8 -3.09916 0.99235 0.91239
O3 -2.48514 0.70511 -0.09023
O4 -4.39584 1.30204 0.84544
C9 2.57675 0.50852 -1.06065
O5 2.78063 1.49433 -1.74013
O6 3.36113 0.26647 -0.01697
H1 2.59281 1.03640 -3.80952
H2 2.98066 -0.17682 -4.99851
H3 -0.34134 -0.74024 -2.65834
H4 0.40806 0.86141 -2.63102
H5 1.65617 -1.54707 -1.34584
H6 -0.47471 -0.02476 -0.38370
H7 -1.46245 -1.02566 1.31983
H8 -0.65392 -2.43934 3.05907
H9 0.32671 -1.28542 3.66362
H10 -0.53411 1.12456 3.16039
H11 -0.64422 1.47179 1.40278
H12 -2.76637 1.95963 2.87772
H13 -2.99606 0.07619 2.86706
H14 -4.78333 1.59183 1.72461
H15 2.88670 -0.34966 0.69962



No. 4
A structure of composition C9H15N3OS, computed with ωB97M-V with the def2-TZVPD basis set.

For the LUMO energy, the calculation gives 0.70 eV. For the strongest force on any atom, the calculation gives 1.192 eV/A. The energy relative to the best compared isomer or geometry (same formula, charge and spin) is 0.0 kcal/mol.

Geometry (Å):
C1 0.08119 -0.05214 4.68785
C2 -0.90811 -1.15892 4.33799
C3 -1.17941 -1.30777 2.84034
H1 -1.57766 -0.37341 2.43963
C4 0.04429 -1.70939 2.00591
N1 0.88160 -0.59182 1.63078
C5 0.59710 0.15554 0.55872
N2 -0.27084 -0.12108 -0.36641
C6 -0.22788 0.82892 -1.32813
N3 0.59453 1.82797 -1.19333
S1 1.45180 1.66445 0.20042
C7 -1.09933 0.70691 -2.52894
C8 -0.60491 -0.38569 -3.46906
O1 0.50042 -0.85120 -3.42266
C9 -1.64192 -0.82462 -4.47304
H2 -2.38421 -1.43657 -3.96330
H3 -1.17647 -1.41781 -5.25561
H4 -2.14725 0.03501 -4.90520
H5 -2.12303 0.48453 -2.22481
H6 -1.08123 1.65293 -3.07385
H7 1.46361 -0.17421 2.33852
H8 -0.28904 -2.16460 1.07153
H9 0.65931 -2.42678 2.55447
H10 -1.94479 -2.07437 2.70804
H11 -0.54054 -2.10919 4.73222
H12 -1.85945 -0.94674 4.83104
H13 1.09730 -0.33049 4.41679
H14 -0.18114 0.87329 4.17933
H15 0.06829 0.13476 5.75939



No. 5
A structure of composition C9H15N4O5S2, computed with ωB97M-V with the def2-TZVPD basis set.

For the LUMO energy, the calculation gives 2.47 eV. For the strongest force on any atom, the calculation gives 1.784 eV/A. As for the total charge: -1.

Geometry (Å):
C1 2.74978 -1.44342 0.67203
C2 2.27980 -0.36207 0.06498
C3 0.90016 -0.31036 -0.54307
S1 -0.36325 -0.10103 0.71898
O1 -0.10941 1.21170 1.26114
O2 -0.23659 -1.08983 1.74771
N1 -1.78718 -0.02038 -0.04024
S2 -2.43585 -1.44726 -0.39362
O3 -1.57441 -2.57468 -0.28228
O4 -3.02659 -1.34489 -1.69761
O5 -3.68334 -1.62776 0.60211
H1 3.73662 -1.82739 0.42706
H2 2.12285 -1.88690 1.43987
H3 2.86436 0.54909 0.01785
H4 0.71082 -1.15097 -1.19852
H5 0.88501 0.58401 -1.15884
H6 -4.12284 -0.74546 0.58422
C4 0.15020 4.39014 1.85135
C5 1.16673 5.21458 1.21739
N2 1.96697 5.86824 0.71678
H7 -0.82154 4.53012 1.38113
H8 0.39174 3.32805 1.78576
H9 0.04575 4.63893 2.90705
C6 5.20998 -4.56622 -1.26445
C7 5.21510 -3.11992 -1.12189
N3 5.21841 -1.97943 -1.00166
H10 6.20508 -4.94031 -1.50125
H11 4.88139 -5.04832 -0.34467
H12 4.53671 -4.87786 -2.06153
C8 -5.74381 1.83962 -1.19161
C9 -5.05924 1.39329 0.00768
N4 -4.49464 1.04207 0.94281
H13 -6.70951 2.28293 -0.95112
H14 -5.15401 2.58542 -1.72210
H15 -5.91525 1.00624 -1.87144



No. 6
The ion C9H15N5S with charge +2, computed with ωB97M-V with the def2-TZVPD basis set.

For the LUMO energy, the calculation gives -8.80 eV. For the strongest force on any atom, the calculation gives 5.178 eV/A. As for the total charge: +2. The energy relative to the best compared isomer or geometry (same formula, charge and spin) is 0.0 kcal/mol.

Geometry (Å):
C1 3.03615 -1.08931 0.40036
C2 1.66143 -0.63910 0.39774
C3 2.62207 1.22339 -0.47121
C4 -1.06814 -0.17450 -0.82307
C5 0.57459 -1.41542 0.72169
C6 -2.39869 0.46336 -1.04809
C7 -2.40098 0.70982 1.29930
C8 -1.74927 -0.66983 1.38806
C9 2.72787 2.59141 -0.90087
N1 1.55025 0.65678 -0.07689
N2 -3.12588 0.85179 0.09759
N3 -0.74084 -0.76508 0.33334
N4 -0.31651 -0.40164 -1.95122
N5 0.48942 -2.62277 1.14298
S1 4.04176 0.05169 -0.29347
H1 3.24868 -2.13674 0.64063
H2 -2.06032 1.29741 -1.76187
H3 -3.04442 -0.32521 -1.56620
H4 -2.95696 0.74973 2.19576
H5 -1.41116 1.33548 1.12568
H6 -1.17644 -0.58534 2.37913
H7 -2.45385 -1.49041 1.45703
H8 1.84897 2.85327 -1.38193
H9 2.92162 3.15371 -0.05171
H10 3.56258 2.60394 -1.62565
H11 -4.10937 0.93390 0.13677
H12 -0.63756 0.05731 -2.77093
H13 0.49859 -1.01180 -1.87139
H14 1.23296 -3.03798 1.57485
H15 -0.36656 -3.16787 1.30362